{
  "formula": "C8H15N5",
  "method": "the ωB97M-V functional and the def2-TZVPD basis",
  "species": ["C", "C", "C", "C", "C", "C", "C", "C", "N", "N", "N", "N", "N", "H", "H", "H", "H", "H", "H", "H", "H", "H", "H", "H", "H", "H", "H", "H"],
  "coordinates": [[-1.36080, 0.56316, -4.25824], [-0.84590, 1.59487, -3.59151], [0.94789, -0.88160, -2.40600], [-1.08973, -0.83900, -4.01697], [1.08952, 1.36353, -2.21291], [0.68161, 0.16979, -1.45068], [-0.61097, 3.11519, -1.74400], [1.05858, -2.03679, 10.23586], [2.26006, 1.60497, -2.54161], [0.09674, -1.24692, -3.37562], [-1.75980, -1.94187, -4.54021], [-0.14471, 2.05126, -2.64885], [-0.00539, -1.68141, 10.77013], [-1.89743, 0.83674, -5.17386], [-0.36853, 0.25286, -1.10535], [1.18035, -0.01030, -0.43777], [-0.18104, 4.00857, -2.15553], [-1.75932, 3.06956, -1.69923], [0.00554, 2.86745, -0.80489], [1.70353, -1.23287, 9.79754], [2.00454, -1.21082, -2.49302], [1.33635, -3.11287, 9.83654], [2.52804, 2.43298, -3.08149], [0.23120, -2.16940, -3.82129], [-2.54500, -1.67734, -5.09841], [-1.65157, -2.81517, -4.05740], [-0.77608, -2.35280, 11.05682], [-0.12768, -0.72178, 11.01795]],
  "forces_ev_per_a": [[0.12, -1.37, -1.33], [-1.06, -0.14, 0.52], [0.67, -0.74, -0.23], [1.53, -0.12, 0.81], [0.24, 1.44, -0.50], [-0.89, -0.86, 3.05], [0.24, -1.15, 0.94], [2.77, -1.58, -3.85], [0.86, 0.45, 0.20], [-2.00, -1.54, -1.71], [1.07, 2.78, 0.63], [0.87, 0.35, -0.06], [-2.45, -1.59, 1.57], [-0.14, -0.50, 0.28], [0.24, -0.17, -0.74], [0.16, 0.42, -1.71], [-0.40, 0.86, 0.09], [2.00, 0.35, 0.29], [-1.66, 0.74, -0.77], [-0.22, -0.68, 1.07], [-1.05, -0.11, -0.10], [-0.96, 2.05, 1.47], [-0.65, -0.31, 0.04], [1.00, 0.52, 0.62], [-0.52, -0.71, -0.22], [-0.65, -0.17, -0.18], [1.27, 0.96, -0.31], [-0.40, 0.84, 0.12]],
  "total_charge": 2,
  "e_lumo_ev": [-7.059, -7.059],
  "relative_energy_kj_mol": 624.0,
  "max_force_ev_per_a": 5.0,
  "homo_ev": [-12.463, -12.103]
}

{
  "formula": "C29H47BrN2OP2Pb",
  "method": "the ωB97M-V functional and the def2-TZVPD basis",
  "species": ["C", "C", "C", "C", "N", "C", "C", "C", "C", "C", "C", "C", "C", "C", "Pb", "P", "H", "H", "H", "H", "H", "H", "H", "H", "C", "C", "H", "H", "H", "H", "H", "C", "C", "H", "H", "H", "H", "H", "C", "C", "H", "H", "H", "H", "H", "Br", "P", "C", "C", "H", "H", "H", "H", "H", "C", "C", "H", "H", "H", "H", "H", "C", "C", "H", "H", "H", "H", "H", "C", "N", "C", "C", "C", "O", "H", "H", "H", "H", "H", "H", "H", "H", "H"],
  "coordinates": [[-0.53622, 6.67336, -3.91165], [-0.64590, 5.31386, -4.28532], [-1.03382, 5.01876, -5.61542], [-1.21898, 6.08114, -6.50440], [-1.05278, 7.36362, -6.16326], [-0.74681, 7.65600, -4.89277], [-0.40322, 4.25905, -3.33355], [-0.35469, 3.38184, -2.48412], [-0.54467, 2.58701, -1.30109], [0.53015, 2.39914, -0.42032], [0.32968, 1.58726, 0.70877], [-0.96682, 1.22887, 1.09714], [-2.10669, 1.46779, 0.30840], [-1.81997, 2.06504, -0.97648], [-0.64074, -0.55666, -0.70496], [2.00703, -1.80153, 0.75760], [-1.16349, 4.00727, -6.01946], [-0.25969, 7.02460, -2.92488], [-1.50148, 5.93757, -7.55903], [-0.66028, 8.72510, -4.68726], [-2.62097, 2.23514, -1.71621], [1.50422, 2.88224, -0.54849], [-3.14277, 1.25445, 0.64553], [1.21788, 1.16971, 1.23035], [2.60081, -3.32562, 1.53494], [3.66431, -4.17300, 0.84163], [1.68293, -3.92684, 1.64328], [2.98122, -3.02858, 2.52499], [3.88859, -5.04776, 1.47592], [3.30756, -4.55492, -0.12876], [4.60474, -3.61204, 0.70785], [2.55047, -1.86356, -1.04785], [3.35542, -0.69390, -1.59463], [1.54359, -1.96525, -1.52446], [3.09349, -2.82464, -1.21128], [3.33679, -0.75123, -2.69130], [3.04497, 0.32017, -1.30414], [4.39988, -0.81998, -1.28828], [3.10172, -0.53407, 1.52695], [4.57079, -0.84525, 1.74401], [2.59485, -0.34302, 2.49060], [3.00871, 0.36672, 0.90247], [5.03211, 0.08794, 2.08786], [4.75821, -1.61268, 2.49714], [5.07445, -1.12774, 0.81618], [-0.71465, -0.57327, 2.36276], [-2.55025, -3.53619, -1.55702], [-0.75217, -4.00823, -1.47263], [-0.34654, -5.37785, -2.06154], [-0.52164, -3.86149, -0.39884], [-0.17487, -3.23325, -2.00391], [0.70431, -5.37755, -2.36598], [-0.49942, -6.23163, -1.38675], [-0.89881, -5.57415, -2.98676], [-3.23492, -3.28357, 0.17031], [-4.51278, -4.06882, 0.44549], [-3.38976, -2.18902, 0.31515], [-2.41161, -3.54762, 0.86220], [-4.66724, -4.14024, 1.51226], [-5.35505, -3.53713, 0.01418], [-4.46300, -5.06446, 0.02054], [-2.70106, -1.88230, -2.35407], [-3.00025, -2.02108, -3.84965], [-1.77314, -1.26087, -2.45937], [-3.44706, -1.29533, -1.79853], [-3.30140, -1.03079, -4.21606], [-2.05463, -2.30108, -4.33802], [-3.76863, -2.78104, -4.01937], [-0.20972, 1.97282, 6.84459], [0.25358, 1.83499, 5.46196], [1.70301, 1.73257, 5.31084], [-0.57330, 2.37427, 4.44470], [-1.93896, 1.67432, 4.42957], [-0.21276, 3.26398, 3.63381], [0.61942, 2.28577, 7.47976], [-0.62721, 1.01937, 7.23066], [-1.00205, 2.73705, 6.89372], [1.96619, 0.71486, 5.00186], [2.03812, 2.44198, 4.56045], [2.19003, 1.92783, 6.26676], [-2.15217, 1.25420, 3.44515], [-1.88822, 0.84462, 5.14113], [-2.69598, 2.41300, 4.71841]],
  "forces_ev_per_a": [[0.16, 0.19, -0.57], [0.03, 0.34, -0.49], [0.07, 0.03, -0.17], [0.07, 0.38, 0.00], [-0.07, -0.29, 0.52], [-0.12, -0.56, -0.41], [-0.61, -0.14, 0.37], [-0.37, 0.05, 0.23], [0.31, 1.13, -1.37], [0.06, -0.36, 0.99], [0.70, -0.13, 0.26], [1.03, -1.96, 0.79], [0.01, 0.41, -0.86], [-1.08, -0.10, 0.97], [2.09, -0.09, 0.95], [1.00, 0.78, -1.63], [0.14, 0.35, 0.53], [-0.01, -0.39, 0.06], [0.17, -0.25, 0.63], [0.05, -0.38, 0.22], [0.27, 0.01, 0.69], [-0.33, -0.36, -0.38], [0.82, -0.01, -0.42], [-0.88, 0.71, -0.09], [-0.60, -0.85, 0.43], [0.33, -0.10, -0.19], [0.43, -0.06, 0.45], [-0.45, -0.17, -0.14], [-0.10, 0.37, -0.27], [0.28, 0.10, 0.35], [-0.38, -0.29, -0.09], [-0.54, -0.72, 0.67], [0.34, -0.16, -0.48], [0.77, -0.06, -0.44], [-0.46, 0.77, -0.11], [0.12, 0.16, 0.25], [-0.16, -0.33, 0.02], [-0.21, 0.20, -0.11], [-0.86, 0.15, 0.06], [0.36, 0.26, -0.05], [0.27, 0.22, -0.16], [0.06, -0.10, 0.26], [0.14, -0.30, 0.02], [-0.09, 0.05, -0.10], [-0.06, -0.01, 0.16], [-1.33, 2.08, -0.84], [0.89, 1.40, 1.28], [0.07, -0.01, -0.07], [-0.05, -0.41, -0.15], [-0.01, -0.44, -0.26], [-0.42, -0.09, -0.17], [-0.10, 0.15, 0.29], [-0.09, 0.44, -0.09], [0.00, 0.04, 0.19], [0.67, 0.11, -0.05], [-0.07, 0.27, -0.13], [-0.04, -0.55, -0.35], [-0.29, -0.26, -0.36], [-0.09, -0.08, 0.24], [-0.20, -0.12, -0.06], [-0.06, -0.20, 0.08], [0.13, 0.18, -0.65], [-0.12, 0.01, -0.32], [-0.74, -1.02, 0.24], [-0.03, -0.23, -0.23], [-0.10, -0.48, -0.18], [-0.52, -0.08, -0.16], [0.06, 0.34, -0.34], [-0.83, 0.02, 0.18], [2.09, 1.37, 1.57], [-0.06, -0.13, -0.07], [-1.24, 1.90, -4.03], [0.71, 0.60, 0.55], [-0.47, -3.45, 3.31], [-0.05, -0.18, -0.12], [0.21, 0.27, -0.22], [0.11, -0.35, -0.06], [-0.08, -0.02, -0.09], [-0.05, 0.07, -0.23], [-0.10, -0.06, -0.16], [-0.02, 0.52, 0.26], [-0.44, 0.15, -0.09], [-0.04, -0.27, -0.06]],
  "total_charge": 4,
  "e_lumo_ev": [-13.881, -14.177],
  "relative_energy_kj_mol": 22.6,
  "max_force_ev_per_a": 4.8,
  "homo_ev": [-16.835, -16.835]
}

{
  "formula": "C15H28LuNO2",
  "method": "the ωB97M-V functional and the def2-TZVPD basis",
  "species": ["C", "H", "H", "H", "C", "H", "H", "C", "H", "H", "H", "C", "C", "C", "C", "C", "C", "C", "C", "C", "C", "Lu", "H", "H", "H", "H", "H", "H", "H", "H", "H", "H", "H", "H", "H", "H", "H", "N", "C", "C", "O", "O", "H", "H", "H", "H", "H"],
  "coordinates": [[-0.49117, -2.56779, -0.11858], [-1.55754, -2.88778, -0.13521], [0.13044, -3.15303, -0.78158], [-2.01564, 0.37676, -1.80302], [0.00430, -2.57382, 1.27076], [0.81881, -1.88643, 1.53397], [-0.79116, -2.30574, 1.96489], [0.38930, -4.04031, 1.44338], [0.75226, -4.30687, 2.44666], [-0.48432, -4.64446, 1.19090], [1.14280, -4.28274, 0.69213], [0.96874, 1.57956, -0.53111], [1.91662, 0.66390, -0.00438], [2.03613, -0.43207, -0.89976], [1.16954, -0.18943, -2.01119], [0.50591, 1.05742, -1.77587], [-0.49676, 1.73447, -2.65029], [1.04718, -1.02990, -3.22998], [2.97139, -1.57292, -0.73988], [2.69055, 0.90173, 1.23554], [0.67340, 2.91426, 0.03575], [-1.11447, -0.51407, -0.56729], [0.08884, -0.85615, -3.72604], [1.83734, -0.82253, -3.96798], [1.11859, -2.09327, -2.97886], [-0.85976, 1.06760, -3.43401], [-1.35762, 2.06489, -2.05119], [-0.10823, 2.64350, -3.13167], [0.65492, 2.86657, 1.12434], [1.42318, 3.66691, -0.24192], [-0.29344, 3.27944, -0.30421], [3.27680, 0.03059, 1.51614], [3.38206, 1.74190, 1.11685], [2.02423, 1.14543, 2.06515], [2.48452, -2.53534, -0.92289], [3.81761, -1.49344, -1.43319], [3.38245, -1.59854, 0.27159], [-3.97510, 2.36625, 1.63680], [-2.71128, 2.07552, 2.41041], [-2.13348, 0.91602, 1.65112], [-2.47518, 0.96888, 0.38071], [-1.45966, -0.06353, 2.03132], [-3.68828, 2.19743, 0.65037], [-4.39946, 3.28893, 1.77860], [-4.69838, 1.67705, 1.84703], [-2.02663, 2.93853, 2.31609], [-2.91415, 1.87070, 3.48024]],
  "forces_ev_per_a": [[-0.09, -2.62, 0.63], [0.18, 0.17, -0.46], [0.03, 0.30, -0.73], [-1.20, -0.83, -1.00], [-0.01, 0.42, 1.39], [0.16, -0.20, -0.43], [-0.01, -0.08, 0.02], [0.25, -0.58, -0.04], [-0.17, 0.26, -0.30], [0.08, -0.20, 0.29], [0.22, -0.19, 0.27], [1.79, -0.88, 1.76], [-1.30, 1.38, 0.20], [0.34, -0.04, 0.10], [-1.73, 1.28, -0.29], [0.33, -1.59, -2.06], [0.18, 0.62, -0.34], [0.03, -0.36, -0.35], [-0.06, 0.02, 0.31], [0.17, 0.00, 0.30], [-0.31, 0.16, 0.15], [0.61, 2.57, 0.80], [0.10, -0.08, -0.07], [-0.19, 0.00, 0.23], [0.00, 0.06, -0.15], [0.03, 0.25, 0.10], [0.28, 0.05, -0.32], [0.33, -0.15, 0.10], [0.11, 0.07, 0.10], [-0.05, -0.20, -0.01], [-0.06, 0.12, -0.09], [0.04, 0.04, 0.11], [-0.04, -0.08, 0.00], [0.08, 0.00, 0.07], [0.04, 0.07, -0.19], [-0.14, 0.00, -0.04], [0.00, -0.02, -0.17], [-0.24, 0.44, 0.41], [-0.11, 0.36, 0.96], [0.36, -2.11, -2.05], [0.58, 0.12, 1.23], [-0.40, 1.67, 0.01], [-0.19, 0.12, 0.02], [0.34, -0.05, 0.08], [-0.03, -0.05, 0.07], [-0.40, -0.35, 0.10], [0.06, 0.11, -0.71]],
  "total_charge": 2,
  "e_lumo_ev": [-8.832, -8.558],
  "relative_energy_kj_mol": 465.1,
  "max_force_ev_per_a": 3.0,
  "homo_ev": [-14.475, -14.340]
}